Below is 2 unconnected molecules or ions with the total composition C5H8Br3NO2, with properties calculated with ωB97M-V/def2-TZVPD.

```
19
Properties=species:S:1:pos:R:3:mulliken_charge:R:1
C -1.803 0.692 0.833 -1.524
C -1.488 -0.223 -1.571 -1.589
C -0.738 0.176 -0.261 1.175
C -0.005 -0.948 0.201 -0.498
C 2.081 0.330 0.950 -0.139
N 2.641 -0.186 -0.235 0.913
O 3.023 -1.343 -0.320 -0.576
O 2.589 0.605 -1.176 -0.586
Br -0.335 -1.980 1.693 0.046
Br 1.702 2.119 1.009 -0.001
Br 2.729 -0.565 2.569 -0.073
H -1.173 0.971 1.646 0.449
H -2.360 1.569 0.544 0.412
H -2.561 -0.053 1.135 0.365
H -0.911 -0.480 -2.474 0.413
H -1.985 0.691 -1.982 0.377
H -2.180 -1.079 -1.525 0.369
H -0.112 1.042 -0.545 0.060
H 0.886 -1.337 -0.489 0.409
```

Properties
Kohn-Sham gap (spin up / spin down): 6.99 / 6.98 eV
highest occupied orbital energy (spin up / spin down): -0.31524 / -0.31508 hartree

***

Below is 3 unconnected molecules or ions with the total composition C7H15N, with properties calculated with ωB97M-V/def2-TZVPD.

```
23
Properties=species:S:1:pos:R:3:mulliken_charge:R:1
C 1.266 0.529 -0.102 0.166
C -1.215 2.035 -0.492 -1.460
C -0.590 -1.934 0.397 -1.458
C 1.912 -0.341 -1.152 -1.205
C 1.788 0.358 1.303 -1.187
C -0.786 0.657 -0.253 1.066
C -0.873 -0.535 0.082 0.208
N -2.930 -0.310 -0.145 -0.852
H 1.314 1.576 -0.398 0.405
H -3.237 -0.330 0.828 0.187
H -3.179 -1.211 -0.555 0.203
H -2.254 2.031 -0.819 0.415
H -0.625 2.498 -1.285 0.375
H -1.115 2.638 0.414 0.274
H 0.464 -2.108 0.608 0.340
H -1.161 -2.237 1.276 0.324
H -0.889 -2.574 -0.433 0.297
H 2.967 -0.066 -1.283 0.412
H 1.898 -1.398 -0.883 0.234
H 1.428 -0.222 -2.123 0.308
H 1.241 0.980 2.012 0.307
H 2.847 0.642 1.360 0.405
H 1.729 -0.678 1.643 0.237
```

Properties
Kohn-Sham gap: 7.97 eV
highest occupied orbital energy: -0.25908 hartree

***

Below is 8 unconnected molecules or ions with the total composition C23H62O9, with properties calculated with ωB97M-V/def2-TZVPD.

```
94
Properties=species:S:1:pos:R:3:mulliken_charge:R:1
C 4.471 0.407 -0.769 -1.319
C 4.285 1.814 -1.071 0.802
C 5.575 2.646 -1.705 -1.334
O 3.150 1.897 -1.853 -0.467
H 4.753 -0.320 -1.723 0.201
H 3.639 -0.193 -0.191 -0.064
H 5.061 0.328 -0.006 0.794
H 3.901 2.208 -0.148 0.051
H 6.010 1.929 -2.535 0.295
H 6.500 2.559 -1.159 0.379
H 5.528 3.650 -2.064 0.391
H 2.998 2.888 -1.971 0.243
C -2.005 0.404 5.304 -1.746
C -2.777 1.259 4.382 1.304
C -3.885 2.091 4.898 -1.584
O -1.736 2.162 3.665 -0.661
H -2.779 -0.251 5.717 0.338
H -1.599 1.016 6.126 0.296
H -1.298 -0.119 5.033 0.709
H -3.192 0.644 3.429 -0.149
H -3.559 2.771 5.444 0.647
H -4.803 1.493 5.344 0.272
H -4.399 2.700 4.028 0.181
H -1.311 1.528 3.006 0.228
C 2.915 1.717 2.898 -1.235
C 3.517 0.363 3.196 0.596
C 3.868 0.451 4.709 -1.798
O 2.475 -0.630 2.879 -0.414
H 3.498 2.667 2.996 0.379
H 2.040 1.860 3.499 0.467
H 2.649 1.734 1.851 0.104
H 4.290 0.067 2.538 0.422
H 4.630 1.086 4.816 0.550
H 4.566 -0.328 4.968 0.472
H 3.163 0.540 5.407 0.434
H 2.749 -1.465 3.161 0.192
C 0.949 -0.214 -5.478 -1.310
C 1.169 0.838 -4.476 0.802
C 0.085 1.747 -4.195 -1.012
O 1.451 0.220 -3.198 -0.400
H 0.234 -1.010 -5.220 0.239
H 1.932 -0.814 -5.745 0.297
H 0.526 0.200 -6.462 0.334
H 2.261 1.197 -4.842 0.143
H 0.080 2.321 -3.163 0.141
H -0.846 1.206 -3.963 0.017
H -0.272 2.514 -4.789 0.546
H 2.217 0.654 -2.809 0.112
C -4.460 1.180 0.764 -1.216
C -4.574 2.604 0.465 0.539
C -3.465 3.138 -0.487 -1.337
O -5.653 2.857 -0.244 -0.567
H -4.491 0.507 0.018 0.468
H -5.032 0.965 1.537 0.637
H -3.510 0.932 1.246 0.029
H -4.448 3.213 1.253 0.307
H -2.488 3.208 0.137 0.236
H -3.851 4.044 -0.817 0.458
H -3.099 2.529 -1.256 0.174
H -6.441 2.879 0.466 0.351
C -3.735 -2.740 -3.692 -1.752
C -2.785 -1.748 -3.177 1.248
C -3.565 -0.421 -2.831 -1.450
O -2.172 -2.196 -1.936 -0.511
H -4.702 -2.796 -3.047 0.277
H -3.370 -3.763 -3.696 0.391
H -4.176 -2.768 -4.581 0.548
H -1.981 -1.569 -3.806 -0.131
H -2.996 0.216 -2.286 0.128
H -4.339 -0.715 -2.069 0.359
H -3.879 -0.063 -3.670 0.633
H -1.749 -1.421 -1.492 0.180
C 0.550 -3.887 -0.250 -1.111
C 1.202 -5.286 -0.293 0.288
C 2.500 -5.296 -1.179 -1.035
O 1.732 -5.451 1.083 -0.551
H 0.307 -3.375 -1.215 0.379
H 1.274 -3.338 0.083 0.336
H -0.405 -3.832 0.426 0.163
H 0.508 -6.167 -0.589 0.371
H 2.848 -6.315 -1.113 0.342
H 3.117 -4.374 -1.001 0.229
H 1.995 -5.010 -2.188 0.263
H 1.616 -6.366 1.451 0.291
O -0.105 -0.563 -0.905 0.110
C 0.367 0.181 0.314 0.372
C -0.370 -0.511 1.521 -0.074
O 0.019 0.245 2.578 -0.329
H 0.453 -0.305 -1.662 0.128
H 1.287 -0.151 0.277 -0.334
H 0.129 1.216 -0.055 0.162
H -0.214 -1.734 1.898 0.053
H -1.540 -0.338 1.496 0.042
H 1.043 0.170 2.810 0.019
```

Properties
SMILES: CC(C)O.CC(C)O.CC(C)O.CC(C)O.CC(C)O.CC(C)O.CC(C)O.OCCO
Kohn-Sham gap: 9.51 eV
highest occupied orbital energy: -0.33686 hartree

***

Below is 2 unconnected molecules or ions with the total composition C4H13N2, with properties calculated with ωB97M-V/def2-TZVPD.

```
19
Properties=species:S:1:pos:R:3:mulliken_charge:R:1
C 1.571 -1.815 0.224 -1.220
C 1.515 -0.300 0.228 -0.325
N 0.554 0.237 -0.786 -0.054
C 0.727 1.688 -1.088 -0.835
H 1.970 -2.152 -0.738 0.374
H 2.311 -2.119 0.956 0.357
H 0.631 -2.342 0.380 0.342
H 1.277 0.134 1.199 0.342
H 2.493 0.062 -0.084 0.362
H -0.435 0.108 -0.405 0.290
H 0.585 -0.337 -1.627 0.396
H 0.698 2.228 -0.144 0.344
H -0.120 2.008 -1.686 0.343
H 1.682 1.831 -1.584 0.375
C -2.501 0.155 1.368 -0.249
N -2.053 -0.037 0.198 -0.495
H -1.819 0.531 2.127 0.228
H -3.491 -0.167 1.685 0.253
H -2.761 -0.458 -0.403 0.172
```

Properties
Kohn-Sham gap: 12.24 eV
charge: +1
highest occupied orbital energy: -0.55055 hartree

***

Below is a molecular structure, C16H21N2O8Rb, with properties calculated with ωB97M-V/def2-TZVPD.

```
48
Properties=species:S:1:pos:R:3:mulliken_charge:R:1
Rb 6.559 9.384 12.865 0.916
O 7.441 11.637 15.511 -0.540
C 8.308 11.110 16.499 -0.334
C 7.823 9.733 16.941 -1.088
N 7.880 8.775 15.857 0.787
C 6.766 7.783 16.028 -0.657
C 5.304 8.370 15.834 0.447
O 5.176 9.387 15.105 -0.757
O 4.425 7.785 16.490 -0.790
C 9.213 8.134 15.831 -0.842
C 9.666 7.292 14.600 0.335
O 10.511 6.436 14.807 -0.756
O 9.171 7.611 13.477 -0.656
H 6.682 11.038 15.402 0.370
H 9.366 11.033 16.164 0.237
H 8.321 11.736 17.413 0.300
H 8.318 9.403 17.892 0.313
H 6.778 9.846 17.253 0.510
H 6.961 6.925 15.310 0.308
H 6.857 7.367 17.039 0.290
H 9.976 8.910 15.861 0.184
H 9.328 7.516 16.716 0.328
C 5.692 13.565 9.900 -1.366
C 6.059 12.063 10.014 0.502
O 5.939 11.553 11.100 -0.518
C 6.519 11.306 8.826 0.526
C 6.263 11.833 7.580 -0.450
C 6.547 11.106 6.453 -0.574
C 7.040 9.821 6.536 -0.432
C 7.336 9.266 7.759 -0.491
C 7.139 10.020 8.993 0.225
O 7.473 9.482 10.067 -0.619
H 5.873 13.943 10.896 0.372
H 4.613 13.641 9.739 0.324
H 6.184 14.157 9.111 0.363
H 5.711 12.784 7.501 0.229
H 6.482 11.607 5.506 0.317
H 7.201 9.210 5.638 0.312
H 7.621 8.216 7.905 0.329
C 10.727 5.283 12.024 -0.827
C 10.198 5.881 10.728 0.576
N 9.954 7.203 10.709 -0.355
O 10.126 5.135 9.745 -0.730
H 11.537 4.591 11.744 0.313
H 9.969 4.624 12.457 0.170
H 11.100 6.029 12.728 0.287
H 9.864 7.568 11.660 0.369
H 9.383 7.555 9.960 0.243
```

Properties
Kohn-Sham gap: 6.47 eV
charge: -2
highest occupied orbital energy: -0.08463 hartree

***

Below is a single C5H9NOS molecule, with properties calculated with ωB97M-V/def2-TZVPD.

```
17
Properties=species:S:1:pos:R:3:mulliken_charge:R:1
C 1.722 -0.638 0.205 -0.895
N 1.185 0.613 -0.101 0.081
C 1.536 1.878 0.328 -0.268
S 2.495 2.351 1.646 -0.296
O 0.018 0.451 -1.048 -0.331
C -0.933 0.199 -0.047 0.290
C -2.206 -0.304 -0.790 -0.808
C -1.351 -1.188 0.219 -0.527
H 1.845 -1.086 -0.849 0.335
H 2.924 -0.684 0.507 0.276
H 1.294 -1.342 0.963 0.312
H 0.906 2.505 -0.268 0.404
H -0.900 1.121 0.470 0.487
H -2.374 -0.302 -1.906 0.234
H -3.287 -0.058 -0.399 0.208
H -2.068 -1.331 1.090 0.194
H -0.808 -2.186 -0.020 0.305
```

Properties
SMILES: CN(C=S)OC1CC1
Kohn-Sham gap: 9.05 eV
highest occupied orbital energy: -0.31601 hartree

***

What did the sixth record say?
Below is a single C5H9NOS molecule, with properties calculated with ωB97M-V/def2-TZVPD.

```
17
Properties=species:S:1:pos:R:3:mulliken_charge:R:1
C 1.722 -0.638 0.205 -0.895
N 1.185 0.613 -0.101 0.081
C 1.536 1.878 0.328 -0.268
S 2.495 2.351 1.646 -0.296
O 0.018 0.451 -1.048 -0.331
C -0.933 0.199 -0.047 0.290
C -2.206 -0.304 -0.790 -0.808
C -1.351 -1.188 0.219 -0.527
H 1.845 -1.086 -0.849 0.335
H 2.924 -0.684 0.507 0.276
H 1.294 -1.342 0.963 0.312
H 0.906 2.505 -0.268 0.404
H -0.900 1.121 0.470 0.487
H -2.374 -0.302 -1.906 0.234
H -3.287 -0.058 -0.399 0.208
H -2.068 -1.331 1.090 0.194
H -0.808 -2.186 -0.020 0.305
```

Properties
SMILES: CN(C=S)OC1CC1
Kohn-Sham gap: 9.05 eV
highest occupied orbital energy: -0.31601 hartree